{
  "formula": "C34H55F18O16PSi",
  "method": "the ωB97M-V functional and the def2-TZVPD basis",
  "multiplicity": 1,
  "smiles": "COCCC[Si@H](COCOCCO)P(C)C.CCOC(=O)C(F)(F)F.CCOC(=O)C(F)(F)F.CCOC(=O)C(F)(F)F.CCOC(=O)C(F)(F)F.CCOC(=O)C(F)(F)F.CCOC(=O)C(F)(F)F",
  "e_homo_ev": -7.41,
  "elements": ["C", "O", "C", "C", "C", "Si", "C", "O", "C", "O", "C", "C", "O", "P", "C", "C", "H", "H", "H", "H", "H", "H", "H", "H", "H", "H", "H", "H", "H", "H", "H", "H", "H", "H", "H", "H", "H", "H", "H", "H", "H", "C", "C", "O", "C", "O", "C", "F", "F", "F", "H", "H", "H", "H", "H", "C", "C", "O", "C", "O", "C", "F", "F", "F", "H", "H", "H", "H", "H", "C", "C", "O", "C", "O", "C", "F", "F", "F", "H", "H", "H", "H", "H", "C", "C", "O", "C", "O", "C", "F", "F", "F", "H", "H", "H", "H", "H", "C", "C", "O", "C", "O", "C", "F", "F", "F", "H", "H", "H", "H", "H", "C", "C", "O", "C", "O", "C", "F", "F", "F", "H", "H", "H", "H", "H"],
  "positions_angstrom": [[-3.9876, -1.3289, 5.6913], [-4.4861, -2.6383, 5.5235], [-3.7954, -3.4093, 4.5600], [-4.0244, -4.9040, 4.8204], [-4.5818, -5.6335, 3.5854], [-3.3163, -5.9626, 2.2259], [-1.7095, -6.5949, 3.0457], [-0.8515, -7.2115, 2.0867], [0.3985, -6.6407, 1.9493], [0.3644, -5.7121, 0.8949], [1.6286, -5.1744, 0.5708], [2.2668, -4.3588, 1.6770], [3.1326, -5.1389, 2.5177], [-2.7794, -4.2966, 0.8640], [-1.8397, -2.9746, 1.7403], [-4.3003, -3.5609, 0.1372], [-2.9800, -1.2128, 5.2866], [-4.6493, -0.5952, 5.2235], [-3.9451, -1.0981, 6.7576], [-4.1842, -3.1644, 3.5630], [-2.7237, -3.1878, 4.5810], [-4.7233, -4.9887, 5.6526], [-3.0845, -5.3654, 5.1309], [-4.9299, -6.6173, 3.9242], [-5.4695, -5.1124, 3.2225], [-3.8151, -7.0563, 1.3630], [-2.0082, -7.3496, 3.7805], [-1.1919, -5.8016, 3.5918], [1.1097, -7.4456, 1.7066], [0.7271, -6.1651, 2.8819], [2.3004, -5.9792, 0.2355], [1.4694, -4.5251, -0.2908], [1.5019, -3.9339, 2.3316], [2.8478, -3.5268, 1.2747], [3.2335, -6.0101, 2.1314], [-1.0461, -2.6320, 1.0785], [-1.3660, -3.4182, 2.6167], [-2.4452, -2.1221, 2.0475], [-4.9025, -2.9639, 0.8232], [-4.8844, -4.3654, -0.3051], [-3.9825, -2.9113, -0.6790], [3.5090, -4.1858, -4.2729], [4.4335, -2.9953, -4.1412], [3.7291, -1.8296, -3.6526], [3.4983, -1.7964, -2.3552], [3.8121, -2.6095, -1.5357], [2.7703, -0.4857, -1.9958], [1.7475, -0.2518, -2.8199], [3.6213, 0.5457, -2.0859], [2.3032, -0.5316, -0.7538], [2.6581, -3.9421, -4.9097], [4.0477, -5.0249, -4.7115], [3.1224, -4.4943, -3.3023], [4.8229, -2.7014, -5.1129], [5.2710, -3.2087, -3.4894], [3.2158, 3.3773, -0.7148], [4.2576, 4.2041, -1.4313], [3.6771, 4.9720, -2.5098], [3.0457, 6.0841, -2.1717], [2.9144, 6.5488, -1.0797], [2.5210, 6.7634, -3.4510], [1.8792, 5.8865, -4.2316], [3.5545, 7.2759, -4.1417], [1.6866, 7.7519, -3.1663], [2.6891, 2.7407, -1.4225], [3.6926, 2.7486, 0.0360], [2.4784, 4.0073, -0.2185], [4.9916, 3.5610, -1.9119], [4.7872, 4.8730, -0.7539], [-7.9948, 3.7003, 3.8132], [-6.5210, 3.5452, 3.5148], [-6.1627, 2.1625, 3.2972], [-6.4605, 1.6657, 2.1084], [-6.9781, 2.2323, 1.1925], [-5.9934, 0.1982, 2.0359], [-6.3702, -0.4850, 3.1180], [-4.6554, 0.1483, 1.9590], [-6.4921, -0.4017, 0.9639], [-8.2785, 3.0808, 4.6645], [-8.2182, 4.7403, 4.0451], [-8.6032, 3.3985, 2.9617], [-5.9206, 3.8594, 4.3652], [-6.2182, 4.1373, 2.6522], [-10.0057, 9.4530, 0.9393], [-10.6187, 8.3526, 1.7761], [-9.6922, 7.8620, 2.7700], [-9.5478, 8.6105, 3.8513], [-10.1038, 9.6363, 4.1059], [-8.5495, 7.9316, 4.8103], [-7.4489, 7.5323, 4.1620], [-9.1149, 6.8500, 5.3629], [-8.1864, 8.7579, 5.7782], [-9.0786, 9.1097, 0.4799], [-10.6983, 9.7497, 0.1527], [-9.7777, 10.3286, 1.5452], [-10.8529, 7.4858, 1.1629], [-11.5349, 8.6783, 2.2669], [10.1587, -5.0042, 0.1382], [10.8084, -4.8350, -1.2170], [9.8230, -4.7160, -2.2671], [9.2454, -3.5335, -2.3896], [9.4527, -2.5506, -1.7434], [8.2436, -3.5718, -3.5613], [7.4567, -4.6523, -3.4957], [8.8946, -3.6056, -4.7272], [7.4681, -2.4923, -3.5454], [9.4826, -5.8594, 0.1319], [10.9227, -5.1663, 0.8975], [9.5827, -4.1218, 0.4128], [11.3894, -5.7154, -1.4801], [11.4708, -3.9708, -1.2447], [3.9935, 5.0903, -6.2236], [5.4622, 4.9927, -5.8835], [5.9675, 3.6512, -6.0658], [6.2348, 3.2902, -7.3089], [6.1233, 3.9508, -8.2983], [6.7776, 1.8457, -7.3169], [6.0157, 1.0368, -6.5751], [8.0187, 1.8240, -6.8160], [6.8161, 1.3683, -8.5530], [3.4242, 4.3647, -5.6442], [3.6230, 6.0828, -6.0149], [3.8195, 4.8817, -7.2794], [5.6249, 5.2109, -4.8301], [6.0628, 5.6901, -6.4667]],
  "forces_ev_per_angstrom": [[-0.174, 0.224, 0.136], [0.359, -0.143, 0.295], [-0.264, -0.231, -0.143], [-0.087, 0.280, -0.293], [0.142, -0.473, 0.528], [-0.182, 0.385, 0.294], [-0.522, 0.108, -0.203], [0.162, -0.018, 0.178], [0.153, -0.276, -0.070], [-0.036, 0.163, 0.062], [-0.286, 0.297, -0.225], [0.501, -0.262, 0.481], [-0.141, 0.211, 0.087], [0.628, -0.487, -1.033], [-0.180, -0.075, 0.102], [0.159, 0.339, 0.291], [0.020, -0.036, -0.078], [0.052, -0.006, -0.147], [-0.040, -0.084, 0.021], [0.154, 0.108, -0.086], [-0.010, 0.173, 0.003], [0.009, 0.023, 0.034], [-0.057, -0.043, 0.150], [-0.046, -0.039, -0.122], [0.014, 0.039, -0.145], [-0.046, 0.052, -0.088], [0.116, -0.045, 0.081], [0.065, 0.034, 0.009], [-0.035, -0.006, -0.082], [-0.043, 0.060, 0.044], [0.144, 0.010, 0.095], [-0.130, -0.055, -0.017], [-0.171, 0.015, -0.162], [0.024, -0.072, -0.183], [0.078, -0.094, -0.090], [-0.015, 0.068, -0.011], [0.037, 0.101, 0.050], [-0.043, -0.024, 0.096], [-0.150, -0.122, 0.029], [-0.121, -0.022, 0.080], [-0.023, 0.010, -0.015], [-0.215, 0.117, 0.117], [0.023, -0.360, -0.297], [-0.029, 0.049, 0.013], [0.116, -0.072, -0.077], [-0.056, -0.009, 0.077], [-0.086, -0.027, 0.015], [-0.051, 0.024, -0.050], [0.104, 0.025, -0.041], [0.004, -0.015, 0.095], [0.050, -0.021, -0.070], [0.026, 0.013, -0.018], [0.070, -0.026, 0.021], [-0.042, 0.150, 0.028], [-0.047, 0.034, 0.181], [-0.273, 0.167, -0.046], [0.241, -0.277, 0.262], [-0.004, 0.016, -0.069], [0.154, -0.076, 0.067], [-0.047, 0.011, -0.009], [-0.187, 0.067, 0.007], [-0.016, 0.093, 0.045], [-0.026, 0.051, 0.089], [0.000, 0.043, 0.081], [0.045, -0.058, 0.000], [0.030, -0.023, -0.022], [0.080, 0.055, 0.051], [-0.038, 0.047, -0.132], [-0.113, 0.116, -0.021], [-0.097, -0.229, -0.069], [-0.054, 0.416, 0.131], [0.025, -0.069, -0.007], [0.028, 0.154, 0.053], [-0.005, -0.047, -0.034], [0.006, -0.053, -0.041], [-0.036, -0.078, 0.078], [0.089, 0.013, 0.017], [-0.046, -0.025, -0.080], [0.031, 0.062, 0.054], [0.028, 0.012, 0.017], [0.030, 0.053, -0.042], [0.054, -0.135, 0.015], [-0.035, -0.109, -0.094], [0.197, 0.043, 0.135], [-0.255, 0.066, -0.314], [0.049, -0.036, 0.051], [-0.115, -0.015, -0.118], [0.030, 0.013, 0.047], [0.085, 0.038, -0.007], [0.058, -0.033, -0.038], [-0.055, -0.080, 0.049], [-0.012, 0.064, 0.076], [-0.044, -0.034, -0.061], [-0.018, -0.026, -0.010], [-0.070, 0.011, 0.012], [0.086, -0.077, 0.073], [0.072, 0.052, 0.111], [-0.225, 0.057, -0.062], [0.293, -0.104, 0.264], [-0.044, -0.005, -0.054], [0.132, -0.048, 0.064], [-0.040, 0.031, -0.025], [-0.029, 0.018, 0.002], [-0.057, -0.045, 0.014], [0.062, 0.000, -0.061], [0.077, 0.092, 0.005], [0.063, -0.049, 0.014], [0.026, -0.016, -0.012], [0.060, 0.039, 0.004], [-0.079, -0.022, -0.110], [-0.107, 0.087, -0.034], [0.065, -0.529, -0.430], [-0.122, 0.447, 0.163], [0.018, -0.065, 0.028], [-0.019, 0.138, 0.063], [0.017, -0.046, -0.031], [-0.038, 0.017, -0.026], [-0.043, -0.065, 0.045], [0.080, -0.002, 0.045], [0.012, -0.034, -0.098], [-0.018, 0.073, 0.094], [0.015, 0.111, -0.005], [0.087, 0.018, -0.015], [0.042, -0.135, 0.025], [0.021, -0.116, -0.122]]
}

***

{
  "formula": "C34H56BN2O5P2S3SeYb",
  "method": "the ωB97M-V functional and the def2-TZVPD basis",
  "charge": -2,
  "multiplicity": 2,
  "e_homo_ev": [-0.01, -0.68],
  "de_lowest_kcal_mol": 48.6,
  "elements": ["Yb", "C", "C", "C", "C", "P", "C", "N", "B", "N", "C", "P", "C", "C", "C", "C", "C", "C", "C", "C", "C", "C", "C", "C", "C", "C", "C", "C", "C", "C", "H", "H", "H", "H", "H", "H", "H", "H", "H", "H", "H", "H", "H", "H", "H", "H", "H", "H", "H", "H", "H", "H", "H", "H", "H", "H", "H", "H", "H", "H", "H", "H", "H", "H", "H", "H", "H", "H", "H", "H", "H", "H", "H", "H", "S", "C", "C", "C", "C", "C", "C", "S", "H", "H", "H", "H", "O", "S", "C", "C", "C", "C", "H", "H", "H", "H", "H", "H", "H", "H", "O", "Se", "O", "O", "O"],
  "positions_angstrom": [[1.0732, -0.4387, -1.6358], [4.5821, 1.8981, 1.9759], [3.5046, 1.1668, 2.8607], [3.6453, 1.5397, 4.3287], [3.6692, -0.3151, 2.5515], [1.7585, 1.6404, 2.2254], [0.7430, 0.6304, 3.3603], [-0.4645, 0.0294, 2.7391], [-0.4105, -0.8071, 1.4618], [-1.8754, -1.3757, 1.5464], [-2.5437, -2.3291, 0.6707], [-2.6035, -1.5184, -0.9616], [-3.3234, -2.8972, -2.0419], [-4.7749, -3.3069, -1.7526], [-2.3958, -4.1295, -1.9110], [-3.2095, -2.3020, -3.4719], [-4.1632, -0.2468, -0.4678], [-5.3197, -0.7688, 0.4522], [-4.7359, 0.3190, -1.8282], [-3.4273, 0.9159, 0.1678], [-2.3647, -1.3215, 2.9506], [-3.3471, -2.0336, 3.6500], [-3.4419, -1.9432, 5.0445], [-2.6401, -1.0726, 5.7566], [-1.7091, -0.3051, 5.0089], [-1.5184, -0.4306, 3.6186], [1.1134, 3.4371, 2.7373], [1.5539, 3.8770, 4.1331], [1.5947, 4.4412, 1.6445], [-0.4391, 3.4108, 2.6925], [5.5821, 1.5681, 2.3199], [4.4213, 1.6147, 0.9379], [4.5604, 2.9580, 2.1724], [3.8910, 0.6616, 4.9896], [4.4497, 2.3179, 4.4707], [2.7413, 1.9548, 4.7610], [4.7037, -0.6719, 2.7404], [3.0336, -1.0061, 3.1188], [3.5079, -0.4549, 1.4908], [1.4987, -0.2080, 3.5728], [0.5404, 1.1816, 4.2832], [-1.8475, -3.1688, 0.5583], [-3.5124, -2.5974, 1.0959], [-4.9183, -3.7309, -0.7538], [-5.4316, -2.4499, -1.9641], [-4.9841, -4.1796, -2.4826], [-2.4069, -4.6082, -0.9328], [-2.6250, -4.8921, -2.6639], [-1.3652, -3.8336, -2.0877], [-3.9823, -1.5120, -3.6680], [-2.2169, -1.9121, -3.7143], [-3.4624, -3.0950, -4.1803], [-5.8674, -1.6303, 0.0758], [-4.9935, -0.9991, 1.4408], [-6.0421, 0.0355, 0.5072], [-5.0760, -0.4506, -2.4667], [-5.5507, 1.0445, -1.6557], [-3.9604, 0.8309, -2.3770], [-2.6217, 0.5637, 0.8720], [-2.9789, 1.5241, -0.6079], [-4.1354, 1.5074, 0.6979], [-4.0741, -2.6399, 3.0962], [-4.1727, -2.6789, 5.4570], [-2.6330, -1.1038, 6.8475], [-1.0394, 0.3347, 5.5577], [2.6128, 3.9718, 4.1479], [1.1543, 4.8825, 4.3116], [1.1782, 3.2580, 4.9619], [2.6656, 4.2578, 1.3777], [1.0153, 4.2515, 0.7442], [1.5022, 5.4626, 2.0192], [-0.8679, 2.4529, 3.0419], [-0.7405, 4.2140, 3.3970], [-0.8601, 3.6185, 1.7086], [-0.7829, 1.7691, -2.4495], [-0.3612, 1.9694, -4.1025], [-0.5351, 3.2927, -4.6522], [-0.3421, 3.5911, -6.0186], [-0.0420, 2.5270, -6.8708], [0.1652, 1.2514, -6.3741], [0.1267, 0.9401, -4.9574], [0.6753, -0.5557, -4.3965], [-0.8320, 4.0164, -3.8951], [-0.3699, 4.5857, -6.3303], [0.0630, 2.7007, -7.9508], [0.5070, 0.4103, -7.0113], [3.0809, 0.3676, -1.6732], [4.5480, -0.1037, -1.5137], [4.6188, -1.9024, -1.8190], [5.2781, -2.1770, -3.1700], [5.7127, -0.8709, -3.8868], [5.3948, 0.3537, -3.0421], [3.5800, -2.3358, -1.7436], [5.1512, -2.3579, -0.9369], [4.5799, -2.7248, -3.8275], [6.1552, -2.8588, -2.9856], [5.2309, -0.7514, -4.9018], [6.7832, -0.9489, -4.1140], [4.7362, 1.0255, -3.5815], [6.3093, 0.8588, -2.7572], [-0.1304, -4.2030, 0.2338], [1.0369, -3.0403, 0.0157], [0.7097, -1.3079, 0.8192], [1.2609, -2.6138, -1.6254], [2.4698, -3.3156, 0.7934]],
  "forces_ev_per_angstrom": [[-2.253, 1.214, -0.472], [-0.373, -0.916, 1.286], [-0.099, 0.987, -0.445], [1.216, -0.271, 1.359], [0.559, -0.543, 0.272], [-0.669, 0.863, -1.326], [0.792, -2.026, -0.093], [0.163, 0.005, 1.039], [-1.587, -1.495, 2.156], [0.244, -0.220, 2.737], [1.161, -0.047, -0.029], [-2.055, 0.757, 0.386], [0.287, 0.331, 0.042], [0.315, -1.019, -1.445], [0.090, 0.448, -0.279], [-1.070, -0.135, -0.159], [0.450, -0.778, -1.854], [0.701, 0.228, -1.398], [0.201, 0.148, 1.545], [1.211, -0.765, 0.644], [1.429, 0.267, -2.864], [-0.027, 0.343, -1.039], [-0.975, -0.936, -0.556], [0.496, -0.133, -0.870], [0.546, 0.203, -0.034], [0.779, -0.158, 0.380], [0.312, -0.797, -0.545], [-0.914, 0.553, -0.331], [0.975, -1.069, 0.571], [0.191, -0.142, 0.799], [-0.350, -0.089, -0.279], [0.136, 0.370, -0.097], [-0.194, 0.544, -0.381], [0.052, 0.663, -0.702], [-0.666, -0.746, -0.010], [0.063, -0.093, -0.024], [-0.274, 0.465, 0.066], [0.037, 0.245, -0.338], [-0.327, -0.380, -0.237], [-1.399, 0.998, 0.325], [-0.254, -0.269, -0.075], [-0.620, -0.378, 0.104], [0.126, -0.168, -0.224], [0.007, 0.344, -0.004], [-0.101, -0.582, 0.224], [-0.076, 1.316, 0.897], [-0.150, 0.132, 0.028], [-0.278, 0.111, -0.089], [0.214, 0.020, 0.047], [0.867, -0.519, 0.322], [-0.074, -0.006, 0.148], [0.152, -0.170, -0.190], [0.180, -0.127, -0.226], [0.398, -0.070, 0.810], [-0.258, 0.399, 0.181], [-0.759, -0.822, -0.585], [0.145, -0.219, 0.107], [0.449, 0.203, -0.073], [-0.991, 0.649, -0.632], [0.306, 0.129, -0.062], [-0.643, 0.785, 0.679], [0.516, -0.024, 0.304], [0.676, 0.977, 0.238], [0.018, 0.380, -0.340], [0.195, 0.195, 0.190], [0.961, -0.035, 0.357], [-0.077, 0.055, 0.023], [0.215, -0.017, -0.354], [-0.691, 0.261, 0.253], [0.012, 0.290, -0.098], [-0.183, 0.106, -0.232], [0.135, 0.541, -0.097], [-0.271, -0.358, -0.440], [0.166, -0.086, -0.015], [0.185, -0.480, 1.296], [-0.013, 1.373, -1.559], [0.274, -1.222, -0.386], [-0.070, -1.950, 2.041], [0.119, 0.020, -0.637], [0.555, -0.842, 1.315], [-0.587, 2.173, -1.692], [0.511, -1.695, 0.288], [0.094, 0.231, -0.415], [-0.252, 1.463, -0.703], [0.002, -0.045, 0.388], [-0.368, 0.715, 0.230], [2.937, -0.119, 0.212], [-1.696, 0.121, 0.093], [-0.491, -0.675, 0.893], [0.396, -0.906, -0.348], [-0.042, -0.544, -1.241], [0.171, -0.240, -0.243], [0.666, 0.737, -0.057], [-0.335, 0.566, -0.901], [0.249, 0.194, 0.429], [-0.731, 0.708, -0.382], [0.232, -0.331, 1.191], [-0.118, 0.252, 0.198], [-0.173, 0.250, 0.231], [0.059, 0.320, 0.147], [0.675, -0.811, -0.327], [-0.160, -2.892, 0.309], [-2.354, 5.379, 1.513], [0.724, -1.237, -0.010], [0.055, -0.429, -0.855]]
}

***

Number 1: largest force on an atom 0.025 Eh/bohr. Number 2: largest force on an atom 0.118 Eh/bohr.